6 unconnected molecules or ions with the total composition C26H68N4O10 in a non-equilibrium geometry. Source: OMol25; level of theory: ωB97M-V/def2-TZVPD.

## Properties
* LUMO: 0.52 eV
* total charge: 0
* HOMO-LUMO gap: 8.73 eV

Structure (XYZ):
```
108
Properties=species:S:1:pos:R:3:forces:R:3
C -1.70897 -19.07321 5.55587 -1.09 0.34 -0.20
O -1.75299 -17.73603 6.01278 0.08 -1.02 0.22
C -2.73770 -17.00354 5.34699 -0.89 1.26 0.95
C -2.26172 -15.58009 5.48093 2.12 0.34 -1.52
N -0.99002 -15.43312 4.61567 -0.74 1.80 1.43
C -0.26856 -14.16094 5.01723 -1.34 -0.04 0.34
C 0.83857 -13.79325 4.12446 1.77 0.66 -0.90
O 1.95753 -14.62780 4.45146 -0.77 0.49 -0.72
C 3.09481 -14.27792 3.69889 0.13 -0.52 -0.08
H -2.56242 -19.68704 5.82591 -0.99 0.34 0.03
H -0.96938 -19.60134 6.07539 1.87 -0.34 0.27
H -1.65885 -19.05003 4.47458 0.54 -0.42 -0.29
H -3.77012 -17.09306 5.83471 1.16 -0.26 -0.70
H -2.74426 -17.26887 4.29249 -0.36 -0.11 -0.19
H -2.00200 -15.33082 6.50621 -0.28 -0.08 0.36
H -2.92359 -14.84900 5.07556 -0.87 0.40 -0.08
H -0.40326 -16.13808 4.98034 0.88 -1.31 0.13
H 0.17737 -14.15156 6.04082 -0.70 -0.21 -0.42
H -0.99407 -13.34596 4.94279 -0.12 -0.06 0.26
H 1.16891 -12.71011 4.16088 -0.47 -0.83 0.65
H 0.60108 -13.90521 3.06987 -0.28 -0.44 -0.31
H 3.76525 -15.08936 3.93645 0.53 -0.31 -0.62
H 3.57240 -13.41604 4.15675 -0.04 0.69 -0.38
H 2.92208 -14.16037 2.57925 0.12 -0.14 1.39
C -2.26609 -18.97947 8.75703 -1.64 -0.90 1.14
O -0.89988 -19.07157 8.84866 1.31 -0.63 0.03
C -0.23505 -18.70010 10.04010 0.76 1.53 -1.47
C -0.03203 -17.15368 9.92665 0.52 -0.90 0.72
N 0.62999 -16.80970 8.68751 0.11 -0.81 -0.69
C 0.69969 -15.40301 8.51135 0.36 2.14 0.16
C 2.00592 -14.80493 8.00530 -0.22 0.60 -0.62
O 1.90564 -13.35718 8.12529 0.32 -0.29 -0.60
C 2.91376 -12.80938 7.27465 1.10 -0.30 0.26
H -2.78300 -18.58841 9.65517 0.47 0.27 -0.26
H -2.69245 -19.98887 8.65617 0.04 0.02 -0.17
H -2.51435 -18.41543 7.88915 -0.42 0.59 -0.44
H 0.67104 -19.30666 10.04235 0.30 0.43 0.00
H -0.76058 -18.93894 10.92253 -1.02 -0.31 1.06
H 0.56052 -16.69023 10.73335 -0.18 -0.54 0.00
H -1.01794 -16.70230 9.98472 -0.52 0.15 0.06
H 0.11029 -17.22215 7.91886 0.13 -0.22 0.03
H 0.54073 -14.91175 9.44019 0.18 0.23 1.43
H -0.10823 -14.87974 7.99194 -0.29 -0.66 -0.78
H 2.12426 -15.02883 6.92466 0.24 -0.17 0.51
H 2.88764 -15.11058 8.58476 -0.19 -0.33 -0.18
H 2.74583 -13.09526 6.24147 -0.49 0.29 -0.36
H 3.87192 -13.33593 7.47936 -0.17 0.49 0.25
H 3.09948 -11.70905 7.35813 -0.70 -0.97 0.30
C -0.60645 -22.42745 3.87806 1.89 0.77 1.21
O 0.61164 -22.99665 3.38346 -0.65 0.41 0.43
C 1.57531 -23.16175 4.43507 -0.26 0.76 0.12
C 2.93061 -23.18062 3.75869 -1.28 -1.10 -2.58
N 3.19157 -21.87677 3.20568 3.13 1.01 1.24
C 3.87402 -21.06364 4.24778 -0.01 -0.09 -0.93
C 3.92371 -19.57732 3.99414 0.83 -1.10 -0.08
O 2.65163 -19.03518 3.98203 -0.89 0.19 0.33
C 2.67711 -17.66844 3.68370 -0.41 0.42 -0.06
H -1.06298 -23.06354 4.62312 -0.26 -0.35 0.25
H -1.30630 -22.18052 3.12385 -0.43 -0.19 -1.17
H -0.33587 -21.46552 4.37369 -0.29 -0.43 -0.11
H 1.31429 -24.06508 4.99785 0.17 0.06 0.15
H 1.59459 -22.24004 5.13966 -0.36 -1.39 -0.92
H 3.01961 -23.92854 2.88904 -0.77 0.73 1.23
H 3.69850 -23.52198 4.40971 0.79 0.26 0.83
H 2.45761 -21.32762 2.83241 -1.28 -0.24 -0.25
H 4.91853 -21.34429 4.37832 0.08 -0.43 -0.20
H 3.40434 -21.26920 5.19706 -0.25 0.24 0.78
H 4.44072 -19.39489 3.04219 -0.13 0.00 -0.33
H 4.60644 -19.18939 4.75269 -0.37 0.49 0.30
H 3.14225 -17.07552 4.50180 0.13 -0.32 -0.67
H 1.66745 -17.27206 3.56041 -0.14 -0.32 0.26
H 3.12693 -17.56246 2.69067 0.54 0.49 0.19
C 7.44823 -23.14145 4.98971 0.67 0.93 0.17
O 6.54428 -22.58634 5.92531 -0.20 0.22 -0.08
C 7.14965 -21.64527 6.84484 1.07 -1.01 -1.37
C 6.13063 -21.04565 7.73345 -0.71 -1.11 1.84
N 5.59578 -22.18618 8.59232 0.04 2.05 -0.44
C 4.39598 -21.84646 9.39096 0.31 -0.50 -0.56
C 4.05443 -23.12461 10.15394 0.86 -0.50 -0.88
O 3.49929 -24.17246 9.34578 -1.34 0.74 -0.24
C 2.05651 -24.01581 9.14285 1.69 0.05 -0.44
H 6.99954 -23.65698 4.17864 -1.47 -0.32 -0.54
H 8.04853 -23.91701 5.43596 0.78 0.00 0.51
H 8.05218 -22.37416 4.45644 0.02 -0.19 0.73
H 7.65453 -20.89116 6.22926 0.02 0.12 0.16
H 7.91091 -22.19204 7.44794 -0.38 0.37 -0.23
H 5.30915 -20.55923 7.19998 0.19 0.18 -0.16
H 6.65975 -20.32745 8.39336 -0.50 -0.20 -0.32
H 5.29634 -22.86263 7.91372 -0.11 -0.62 -0.22
H 3.53709 -21.49448 8.76025 0.52 -0.12 0.48
H 4.62493 -21.06891 10.13612 0.03 -0.10 -0.38
H 3.39214 -22.86125 10.95533 -0.39 -0.21 0.82
H 5.03324 -23.55778 10.47203 -0.86 0.48 0.29
H 1.78467 -22.99858 8.88541 0.19 0.44 -0.27
H 1.56027 -24.19720 10.08456 -0.42 -0.68 0.15
H 1.78935 -24.64851 8.27574 -0.06 0.03 0.87
C 8.13908 -18.23574 4.73525 -0.77 0.38 -1.90
O 6.82063 -18.75324 4.50441 0.20 -0.36 0.68
H 8.82523 -18.61605 3.95377 -0.01 0.02 0.65
H 8.09186 -17.15218 4.62179 0.29 0.15 0.22
H 8.44700 -18.48327 5.73102 0.12 -0.32 0.39
H 6.48053 -18.51901 3.63602 0.35 0.15 0.00
C 3.54525 -18.29307 7.22674 0.30 -0.99 1.74
O 3.44575 -18.41163 8.64810 -0.03 0.23 0.41
H 2.94609 -17.48485 6.88596 -0.33 0.77 -0.63
H 4.60116 -18.19071 7.05103 0.38 0.36 -0.61
H 3.21426 -19.23506 6.83264 -0.28 -0.37 -0.81
H 2.61406 -18.00719 8.92174 -0.19 0.10 -0.11
```
Positions in Å, forces in eV/Å.

=====

A molecular structure, C26H70BF6HgN7O10S2 in a non-equilibrium geometry. Source: OMol25; level of theory: ωB97M-V/def2-TZVPD.

## Properties
* LUMO: -0.01 eV
* total charge: 0
* HOMO-LUMO gap: 7.66 eV

Structure (XYZ):
```
123
Properties=species:S:1:pos:R:3:forces:R:3
Hg -14.57737 -6.07293 -3.86415 1.22 1.80 1.92
C -13.89435 -6.45631 -8.24932 -1.23 2.80 2.41
F -15.12034 -7.01794 -8.20001 0.86 -0.38 0.24
F -12.93261 -7.28542 -7.96111 -0.01 -0.87 -0.81
F -13.80817 -5.81640 -9.37872 0.70 -0.55 -0.97
S -13.81295 -4.94264 -6.92183 -1.34 1.35 -0.53
O -13.04740 -3.89371 -7.60543 -0.83 -2.03 1.51
O -15.17353 -4.57460 -6.60050 0.59 -1.10 0.01
N -13.12643 -5.67375 -5.42893 -1.62 0.71 -5.01
S -11.61258 -5.44324 -5.71148 4.94 2.13 2.33
O -11.01040 -5.47141 -7.02163 -1.05 -1.30 -0.03
O -11.17584 -4.25300 -4.97235 -0.44 -1.78 -0.08
C -10.89632 -6.98913 -4.85049 0.69 4.66 0.11
F -9.59444 -6.64254 -4.71759 -0.06 -1.23 -0.45
F -11.36558 -7.05068 -3.62061 -0.56 -0.83 0.82
F -11.10557 -8.07249 -5.50868 0.16 -1.66 -0.57
B -15.29794 -3.72240 -3.40520 0.15 0.77 -0.12
H -14.26191 -4.02017 -3.35801 4.43 -0.63 0.26
H -15.47659 -2.96527 -4.15292 -0.44 2.20 -3.09
H -15.93432 -4.57654 -3.57756 -3.55 -3.52 -0.87
H -15.63412 -3.26380 -2.48820 -0.92 1.14 3.78
C -14.43361 -10.34454 -5.51500 -1.46 0.85 -0.46
C -14.67108 -8.84703 -5.18000 1.36 -0.01 0.32
C -16.18634 -8.39530 -5.05586 2.41 -0.80 0.52
O -16.29848 -7.03147 -4.70792 -2.02 -1.45 -1.15
C -17.68061 -6.69787 -4.73415 -0.30 1.20 -0.42
N -13.83312 -8.61710 -3.94117 -1.83 0.50 0.49
H -13.42319 -10.63078 -5.22311 -0.14 -0.01 -0.37
H -14.67538 -10.58260 -6.55085 0.33 -0.07 -0.11
H -15.15779 -10.90733 -4.92598 0.11 -0.29 0.26
H -14.29101 -8.14364 -5.92087 0.41 -0.40 -0.28
H -16.60309 -8.97415 -4.23163 -0.66 -0.38 -0.32
H -16.63078 -8.49314 -6.04631 -0.27 -0.68 0.15
H -18.28318 -7.37530 -4.12910 0.15 0.08 0.15
H -18.06113 -6.69364 -5.75556 0.13 -0.38 -0.25
H -17.78358 -5.65391 -4.43811 0.15 -0.13 0.44
H -14.20677 -9.23533 -3.23528 -0.70 0.12 0.62
H -12.87678 -8.93886 -3.89666 0.35 0.26 -1.35
C -14.03402 0.19626 -7.09962 0.65 -0.42 0.51
C -14.43320 -0.53676 -5.79959 1.28 0.93 1.43
C -13.18700 -0.64592 -4.84404 -0.58 0.34 1.05
O -13.49568 -0.92575 -3.41879 0.07 -0.52 -1.46
C -12.40534 -1.52122 -2.71744 -0.01 0.19 -1.75
N -15.53563 0.12467 -5.05736 -0.28 -0.54 -1.26
H -14.89052 0.25953 -7.77082 0.09 0.17 -0.02
H -13.20660 -0.29924 -7.60750 -0.16 -0.53 -0.20
H -13.57700 1.16545 -6.89988 -0.57 0.40 0.20
H -14.64926 -1.57319 -6.05889 -0.76 0.08 0.22
H -12.66756 0.31130 -4.79929 0.19 0.28 -0.34
H -12.52486 -1.38280 -5.29866 0.22 -0.30 0.36
H -11.95809 -2.32523 -3.30194 -0.31 -0.52 -0.12
H -12.73721 -1.93274 -1.76422 -0.05 0.49 0.00
H -11.57531 -0.81498 -2.69811 0.12 0.40 0.88
H -16.34545 -0.09326 -5.62020 -0.61 -0.64 0.41
H -15.57464 1.12508 -5.19059 1.11 0.57 0.09
C -19.95483 0.14028 -2.03404 -0.86 0.63 -0.93
C -19.28787 -0.99414 -2.73868 1.10 -0.52 -0.55
C -18.80826 -0.56593 -4.13567 0.30 -0.20 -0.30
O -17.78510 -1.41014 -4.71109 -1.54 0.42 0.70
C -18.24667 -2.20013 -5.75216 0.20 -0.49 -0.47
N -18.14211 -1.38552 -1.97368 0.45 0.18 1.71
H -20.79696 0.53336 -2.60362 -0.18 0.05 -0.13
H -19.20872 0.93489 -2.03794 -0.09 0.16 0.75
H -20.35909 -0.15708 -1.06645 0.39 0.19 0.16
H -19.93390 -1.86942 -2.80667 -0.57 -0.04 -0.50
H -18.33739 0.41589 -4.18487 -0.17 0.26 0.72
H -19.74426 -0.49115 -4.68921 0.11 -0.20 -0.96
H -17.47148 -2.92762 -5.99287 -0.07 -0.39 0.41
H -18.36711 -1.67645 -6.70050 -0.32 0.60 -0.15
H -19.20369 -2.65132 -5.49019 -0.11 -0.46 -0.15
H -18.20855 -2.34942 -1.67940 0.57 -0.41 -0.67
H -18.28008 -0.95398 -1.07099 0.54 0.54 0.34
C -15.50598 -6.90062 0.50679 -0.92 1.00 0.57
C -14.96679 -6.17232 -0.75683 1.44 -2.16 1.55
C -13.39059 -6.13938 -0.68416 -1.88 -0.54 -1.47
O -12.95810 -5.46931 -1.83856 0.98 -0.04 0.22
C -11.65749 -4.86015 -1.61905 -1.87 0.56 -0.73
N -15.49663 -6.98180 -1.88966 1.22 1.14 -0.23
H -15.41618 -6.37389 1.45683 0.63 0.26 0.01
H -15.17694 -7.92531 0.67953 0.53 0.10 -0.36
H -16.59102 -6.97891 0.43848 -0.11 -0.10 -0.33
H -15.14797 -5.09793 -0.78800 -1.07 -0.17 -0.43
H -12.96932 -7.13947 -0.78637 0.07 -0.44 0.85
H -13.14630 -5.61889 0.24186 0.35 -0.07 0.06
H -11.96127 -4.06759 -0.93519 1.15 0.08 0.55
H -11.40025 -4.37664 -2.56147 0.26 -0.28 0.04
H -10.91948 -5.59328 -1.29353 0.03 0.19 0.21
H -15.22001 -7.95101 -1.82467 0.67 -0.22 0.36
H -16.50066 -7.04967 -1.80349 -0.17 0.72 -0.13
C -14.05175 -12.10854 -1.71224 -1.26 -1.08 -0.97
C -15.39066 -11.36087 -1.40558 2.15 -1.48 0.32
C -16.16460 -11.95783 -0.16253 -0.03 0.82 -2.61
O -17.27213 -11.03437 -0.00542 1.21 -0.55 1.82
C -17.78167 -11.12660 1.33193 -0.81 -0.70 0.18
N -14.92017 -10.03944 -1.11922 -0.40 1.83 1.32
H -14.31933 -13.10258 -2.07056 0.35 -0.55 0.67
H -13.32303 -12.07872 -0.90219 -0.37 -0.36 0.29
H -13.50012 -11.76670 -2.58799 -0.31 0.85 -0.08
H -15.98444 -11.31583 -2.31854 -0.40 -0.32 0.18
H -15.42889 -12.05498 0.63584 -0.27 0.65 0.58
H -16.54059 -12.96748 -0.32792 -0.13 -0.09 -0.28
H -17.06633 -11.48043 2.07435 0.49 0.27 -0.21
H -18.57197 -11.87599 1.37599 -0.21 -0.17 -0.20
H -18.23952 -10.21758 1.72203 0.30 0.37 -0.55
H -13.97957 -10.03252 -0.75133 0.61 -0.39 -0.48
H -15.37575 -9.76359 -0.26105 -0.90 0.76 -0.10
C -19.68791 -4.20913 0.31486 0.15 0.78 0.84
C -18.71245 -5.01321 -0.50681 0.60 0.51 -0.60
C -19.17309 -6.41116 -0.82708 -0.25 -0.31 -0.86
O -18.11389 -7.15434 -1.48057 -1.06 0.99 0.47
C -18.51815 -8.45447 -1.75179 -0.97 -0.92 0.63
N -18.35341 -4.22899 -1.68780 -0.32 -0.67 -0.23
H -19.25473 -3.25340 0.60991 0.61 -0.02 -0.13
H -19.87115 -4.68344 1.27899 -0.60 -0.23 -0.18
H -20.57597 -3.83469 -0.19429 -0.37 -0.83 -0.15
H -17.78798 -5.09097 0.06539 0.10 -0.11 0.19
H -19.99805 -6.37657 -1.53867 -0.25 0.21 -0.26
H -19.59718 -6.94719 0.02199 0.49 -0.23 0.44
H -19.50514 -8.50088 -2.21199 -0.12 0.27 -0.55
H -18.68802 -8.96773 -0.80532 0.40 -0.45 0.10
H -17.81542 -9.00761 -2.37493 0.22 0.25 0.20
H -19.16096 -4.03356 -2.26206 -0.63 0.14 0.11
H -17.77152 -4.73288 -2.34170 0.79 -0.04 0.22
```
Positions in Å, forces in eV/Å.